# 1
{"formula": "C5H36N2O12", "method": "wB97M-V/def2-TZVPD", "gap_ev": [10.9, 4.9], "relative_energy_kcal_mol": 3.1, "e_homo_ev": [-13.6, -13.0], "multiplicity": 2, "largest_force_ev_per_a": 3.2, "energy_ha": -1224.16978, "charge": 1, "mol_weight_g_mol": 316.35, "symbols": ["C", "N", "C", "O", "C", "C", "N", "C", "H", "H", "H", "H", "H", "H", "H", "H", "H", "H", "H", "H", "H", "H", "H", "H", "O", "H", "H", "O", "H", "H", "O", "H", "H", "O", "H", "H", "O", "H", "H", "O", "H", "H", "O", "H", "H", "O", "H", "H", "O", "H", "H", "O", "H", "H", "O"], "positions_angstrom": [[0.513183, -1.262178, -0.047690], [-0.878055, -1.048331, -0.354088], [-1.914188, -1.928890, 0.130102], [-2.869953, -1.193287, 0.860141], [1.023101, -0.125586, 0.863828], [2.417840, -0.624126, 1.354499], [1.028720, 1.124002, 0.143031], [1.811093, 2.164290, 0.751829], [0.679591, -2.204828, 0.473508], [1.158507, -1.417319, -0.921567], [-1.109536, -0.053945, -0.317992], [-1.651852, -2.746412, 0.794521], [-2.485316, -2.274461, -0.747904], [-3.281501, -0.398297, 0.471580], [0.442150, 0.038240, 1.775196], [2.748734, 0.092787, 2.099209], [3.156016, -0.747817, 0.566433], [2.264694, -1.552062, 1.903693], [1.364927, 0.904737, -0.796421], [1.689744, 3.118346, 0.247446], [2.905863, 2.086599, 0.753208], [1.565117, 2.333515, 1.796008], [0.512041, -2.609563, -3.189924], [-0.477106, -1.871923, -2.263248], [-0.402916, -2.255780, -3.153024], [3.189298, 0.758314, -3.250504], [1.810749, 0.135590, -3.251089], [2.510614, 0.445728, -2.638996], [-2.103178, 0.284370, 3.659792], [-2.209154, -0.427476, 2.314777], [-1.672331, 0.241046, 2.794712], [0.069622, -2.677698, 3.314742], [-0.720656, -1.562702, 2.690194], [-0.713007, -2.528855, 2.777850], [-3.869164, 1.407285, -0.819827], [-2.576941, 1.167305, -1.697030], [-2.917763, 1.256712, -0.781174], [2.254950, -1.513712, -3.310678], [2.781113, -2.780201, -2.438470], [2.328195, -2.474533, -3.226953], [0.073120, 0.085240, -5.145540], [0.134406, -0.969080, -4.113744], [0.679449, -0.227643, -4.459377], [0.522174, 1.581016, 4.229369], [0.278071, 0.245452, 3.679723], [0.803252, 0.660628, 4.376821], [-1.894641, 2.279201, 0.575136], [-0.505632, 2.923258, 0.425927], [-1.405727, 3.095773, 0.720596], [-0.871945, 1.222541, -2.966477], [-1.392044, -0.197482, -3.062992], [-1.660009, 0.719349, -3.161451], [-1.683391, 3.325311, 3.625091], [-0.684418, 2.854030, 2.508846], [-0.765913, 3.123521, 3.438349]], "atomic_forces_ev_per_a": [[0.1, -0.6, 0.5], [1.3, -0.3, 1.2], [-2.7, 1.3, -1.0], [-0.1, 0.0, 1.3], [0.5, 0.3, -0.3], [-0.4, 0.1, 0.5], [0.9, -1.4, -0.5], [0.5, 1.7, 0.5], [-0.6, -0.1, 0.1], [0.0, 0.8, -0.3], [-0.4, -0.1, -0.2], [0.8, 0.0, -0.3], [0.6, -0.5, -0.1], [0.6, -0.5, -0.7], [-0.3, -0.3, -0.2], [0.2, 0.2, 0.0], [-0.1, 0.0, -0.2], [0.1, -0.1, -0.1], [0.2, 0.5, -0.1], [-0.5, 0.1, -0.2], [0.0, -0.9, -0.3], [-0.4, -0.2, 0.2], [0.1, -0.2, 0.0], [0.0, -0.4, -0.3], [-0.3, 0.2, 0.5], [0.1, 0.1, 0.2], [0.0, 0.9, -0.1], [-0.2, -0.4, 0.0], [0.3, 0.2, 0.1], [0.0, 0.4, 0.0], [-0.3, -0.6, 0.0], [0.1, -0.3, 0.3], [-0.3, -0.1, 0.3], [0.4, 0.3, -0.3], [0.1, 0.2, -0.3], [-0.4, 0.0, -0.1], [-0.1, -0.5, 0.3], [0.9, -0.3, 0.6], [0.3, 0.6, 0.0], [-0.9, -0.6, -0.6], [0.5, 0.5, -0.2], [0.4, -0.2, 0.0], [-0.9, -0.3, -0.4], [0.0, 0.1, 0.5], [-0.1, -0.2, 0.4], [-0.1, 0.2, -0.7], [-0.1, 0.0, -0.3], [-0.1, -0.1, -0.2], [0.3, 0.2, 0.3], [0.5, 0.3, -0.2], [0.0, -0.2, -0.2], [-0.6, 0.1, 0.4], [-0.1, 0.0, -0.3], [-0.9, 0.4, 0.3], [1.0, -0.4, 0.4]], "mulliken_charge": [-0.6750, 1.0750, -0.7001, -0.6057, 1.0992, -1.8371, 0.2962, -1.1733, 0.6031, 0.0211, -0.2017, 0.4868, 0.2447, 0.3211, -0.5599, 0.4710, 0.3557, 0.5446, -0.0283, 0.4656, 0.3713, 0.4472, 0.4868, 0.2387, -0.8482, 0.3135, 0.3622, -0.6304, 0.3142, 0.3450, -0.4355, 0.3717, 0.3182, -0.6761, 0.2962, 0.3262, -0.5810, 0.3120, 0.2976, -0.7118, 0.3243, 0.3345, -0.7233, 0.3798, 0.3337, -0.6781, 0.3925, 0.3070, -0.7666, 0.3553, 0.3360, -0.7562, 0.2917, 0.3702, -0.6216]}

***

# 2
{"formula": "C8H15N3O", "method": "wB97M-V/def2-TZVPD", "gap_ev": 9.4, "relative_energy_kcal_mol": 84.3, "smiles": "CC1(C)C2CCN(CC2)N1N=O", "e_homo_ev": -8.6, "multiplicity": 1, "largest_force_ev_per_a": 4.6, "energy_ha": -553.17818, "charge": 0, "mol_weight_g_mol": 169.23, "symbols": ["C", "C", "C", "C", "C", "C", "N", "C", "C", "N", "N", "O", "H", "H", "H", "H", "H", "H", "H", "H", "H", "H", "H", "H", "H", "H", "H"], "positions_angstrom": [[-0.339494, 2.013022, 1.130774], [-0.315756, 0.927571, 0.011771], [-0.345528, 1.697225, -1.356753], [0.784248, -0.075637, 0.082469], [0.826601, -0.932902, -1.217003], [-0.649768, -1.621318, -1.295403], [-1.378442, -1.376401, -0.112303], [-0.632186, -1.863889, 1.038559], [0.570740, -1.008844, 1.297478], [-1.643798, 0.009713, 0.103274], [-2.768245, 0.585185, 0.220140], [-3.772867, -0.104262, 0.152963], [-1.401949, 2.368037, 1.083768], [0.273309, 2.857907, 0.884618], [0.004545, 1.750355, 2.125677], [-1.167951, 2.321329, -1.226436], [-0.609955, 1.180697, -2.198002], [0.473723, 2.304081, -1.585493], [1.693793, 0.640972, 0.154495], [1.442267, -1.814315, -1.119213], [1.065727, -0.271010, -2.078140], [-1.231829, -1.333686, -2.133536], [-0.693103, -2.777957, -1.296147], [-0.251235, -2.914841, 0.860010], [-1.202153, -1.925901, 1.889183], [0.263217, -0.394402, 2.185649], [1.512780, -1.554948, 1.429951]], "atomic_forces_ev_per_a": [[-1.4, -0.4, -0.9], [-1.8, 0.2, -0.6], [-0.7, -0.4, 2.9], [1.7, 0.4, 0.0], [-1.9, -0.3, 0.3], [1.4, -1.3, -0.3], [-1.9, 0.5, 1.7], [1.8, -2.0, -1.9], [0.8, 2.0, 0.5], [4.6, 0.4, -0.5], [-1.8, 0.3, -0.1], [-0.1, 0.0, 0.1], [1.0, -0.1, 0.7], [0.4, 0.4, -0.6], [-0.4, -0.6, 0.1], [-1.4, 1.6, 0.1], [-0.4, -2.1, -2.0], [1.6, 0.8, 0.1], [-0.9, -1.7, 0.1], [1.0, 0.3, -0.1], [-0.1, -0.9, 0.4], [-0.4, 0.6, -0.9], [0.9, 1.7, -0.5], [-0.9, 0.9, -0.3], [-1.8, 0.0, 1.8], [1.1, -0.4, -0.6], [-0.4, 0.0, 0.5]], "mulliken_charge": [-1.5419, 1.3015, -2.1562, -0.2343, -0.8570, -0.7551, -0.0924, -0.8267, -0.5559, 0.8774, -0.6800, -0.5707, 0.4183, 0.4258, 0.3305, 0.5874, 0.5565, 0.4267, 0.4151, 0.4236, 0.3814, 0.3145, 0.4089, 0.2423, 0.4420, 0.2423, 0.4760]}

***

# 3
{"formula": "C3H7NOS", "method": "wB97M-V/def2-TZVPD", "gap_ev": 10.3, "relative_energy_kcal_mol": 36.9, "smiles": "O=CNCCS", "e_homo_ev": -9.5, "multiplicity": 1, "largest_force_ev_per_a": 3.9, "energy_ha": -646.65316, "charge": 0, "mol_weight_g_mol": 105.16, "symbols": ["O", "C", "N", "C", "C", "S", "H", "H", "H", "H", "H", "H", "H"], "positions_angstrom": [[-2.823931, -1.807049, -0.725018], [-2.068179, -0.924125, -0.491412], [-0.770093, -1.008010, -0.076835], [-0.007773, -0.001106, 0.617016], [1.205699, 0.434133, -0.210807], [2.510340, 1.475441, 0.621235], [-2.523735, 0.174095, -0.642373], [-0.502659, -1.953547, 0.192846], [-0.830013, 0.747298, 0.844795], [0.511853, -0.194372, 1.639817], [1.710251, -0.477392, -0.615320], [0.778155, 1.108554, -0.893018], [2.810091, 2.426078, -0.260931]], "atomic_forces_ev_per_a": [[-0.3, -1.9, -0.3], [-0.9, 3.8, 0.1], [0.9, -1.9, 0.9], [0.1, 1.6, 2.2], [0.5, 0.2, 0.0], [-0.4, -0.9, 1.1], [1.6, -1.5, 0.5], [-0.2, 0.1, -0.5], [1.7, 0.1, -0.3], [-1.8, -0.9, -1.3], [-0.6, 0.9, 0.0], [0.0, 0.4, -1.9], [-0.4, -0.1, -0.5]], "mulliken_charge": [-0.4878, 0.0796, -0.1242, -0.4584, -0.6218, -0.2421, 0.2265, 0.2278, 0.3095, 0.3046, 0.3368, 0.3242, 0.1255]}

***

# 4
{"formula": "C12H20BN", "method": "wB97M-V/def2-TZVPD", "gap_ev": 8.2, "relative_energy_kcal_mol": 64.9, "smiles": "c1ccc(CN2CCCCC2)cc1.B", "e_homo_ev": -8.4, "multiplicity": 1, "largest_force_ev_per_a": 2.2, "energy_ha": -548.75661, "charge": 0, "mol_weight_g_mol": 189.11, "symbols": ["C", "C", "C", "C", "C", "N", "C", "C", "C", "C", "C", "C", "C", "H", "H", "H", "H", "H", "H", "H", "H", "H", "H", "H", "H", "H", "H", "H", "H", "H", "B", "H", "H", "H"], "positions_angstrom": [[4.197021, -1.133075, -0.477457], [3.107865, -1.557160, -1.229716], [1.827866, -1.045002, -0.964808], [1.630152, -0.069533, 0.010229], [0.221681, 0.393040, 0.449643], [-0.950209, -0.273443, -0.139280], [-2.200284, 0.414589, 0.190852], [-3.244207, -0.017144, -0.813263], [-3.380122, -1.508365, -1.041797], [-2.042688, -2.181301, -0.991182], [-1.075340, -1.706777, 0.105121], [2.779733, 0.527405, 0.568658], [4.051515, -0.008672, 0.351732], [5.169308, -1.638227, -0.540076], [3.301871, -2.228551, -2.072586], [1.048815, -1.392452, -1.627170], [0.127228, 1.506755, 0.263204], [0.113112, 0.155891, 1.465732], [-2.024293, 1.497554, 0.134022], [-2.582298, 0.267662, 1.225288], [-2.855432, 0.370272, -1.753737], [-4.200437, 0.473319, -0.633892], [-4.083680, -1.984721, -0.357246], [-3.773673, -1.648172, -2.052289], [-2.085804, -3.273250, -1.056760], [-1.507852, -1.854774, -1.896021], [-0.097952, -2.209442, -0.018978], [-1.439801, -1.991213, 1.116967], [2.664178, 1.454377, 1.132259], [4.938854, 0.493619, 0.738260], [0.618186, 5.031995, 2.475720], [1.643483, 4.807586, 3.107483], [0.564264, 5.536130, 1.337353], [-0.461070, 4.791070, 2.993742]], "atomic_forces_ev_per_a": [[0.2, 0.4, 0.2], [0.2, 0.2, 0.2], [0.8, -0.1, -0.5], [-0.4, 0.1, -0.3], [0.0, 0.4, -1.5], [0.5, 0.5, 0.0], [0.1, 0.0, 0.3], [0.1, 0.7, -0.7], [-0.5, -0.2, 0.3], [1.6, -0.5, -0.7], [-0.3, -0.3, -0.2], [-0.2, -0.2, -0.1], [-0.4, -0.1, -0.3], [-0.4, 0.4, -0.3], [-0.4, -0.1, 0.5], [-0.4, 0.1, 0.3], [0.1, -1.2, 0.4], [0.5, 0.4, 2.1], [-0.1, -0.2, -0.3], [0.5, -0.4, -0.1], [-0.2, 0.3, -0.2], [-0.1, -0.1, 0.1], [0.0, 0.1, 0.2], [-0.2, -0.1, 0.1], [-0.3, 0.1, 0.2], [-0.1, -0.3, 0.0], [-0.6, 0.3, 0.0], [0.1, 0.4, -0.1], [0.0, -0.3, 0.1], [-0.3, -0.3, 0.2], [-0.4, 0.3, -0.2], [-0.6, 0.2, -0.6], [0.4, -0.5, 1.1], [0.7, 0.1, -0.2]], "mulliken_charge": [-0.4015, -0.5833, -0.1693, 0.3722, -0.9255, 0.1918, -0.7746, -0.7265, -0.6918, -0.6376, -0.9596, -0.5579, -0.5201, 0.3526, 0.3756, 0.4535, 0.4096, 0.3807, 0.3823, 0.3710, 0.2983, 0.3891, 0.3384, 0.3142, 0.4463, 0.2163, 0.5558, 0.3485, 0.3948, 0.3563, 0.0916, -0.0304, -0.0296, -0.0313]}

***

# 5
{"formula": "C9H16Br3N3O7PS", "method": "wB97M-V/def2-TZVPD", "gap_ev": 5.5, "e_homo_ev": -3.8, "multiplicity": 1, "largest_force_ev_per_a": 1.6, "energy_ha": -9505.01590, "charge": -1, "mol_weight_g_mol": 580.99, "symbols": ["C", "C", "Br", "C", "Br", "N", "C", "C", "N", "C", "C", "O", "O", "C", "C", "P", "O", "Br", "N", "H", "H", "H", "H", "H", "H", "H", "H", "H", "H", "H", "H", "H", "H", "H", "H", "O", "S", "O", "O", "O"], "positions_angstrom": [[0.542358, -0.149861, 3.479363], [-0.757646, 0.592998, 3.497053], [-1.020197, 1.711034, 4.978367], [-1.674423, 0.460570, 2.547036], [-3.314905, 1.379887, 2.556296], [-1.461974, -0.437626, 1.475007], [-1.797453, -1.845152, 1.709160], [-1.013516, -0.005088, 0.303829], [-0.727217, -0.880536, -0.689851], [0.753350, -0.656319, -0.879722], [1.435886, -1.856010, -1.526765], [2.597401, -1.500493, -2.251420], [3.711011, -1.440651, -1.343496], [0.960270, 0.666256, -1.596072], [0.190274, 1.778379, -0.885860], [1.390493, 2.927716, -0.086030], [1.721160, 2.105050, 1.311876], [0.002255, 4.526913, 0.601569], [-0.779195, 1.343532, 0.186914], [1.006128, -0.057064, 2.500570], [1.224353, 0.326027, 4.176803], [0.438189, -1.185639, 3.791656], [-1.945542, -2.322874, 0.748598], [-2.752238, -1.862671, 2.228594], [-1.023234, -2.333361, 2.289522], [-1.277060, -0.472810, -1.515481], [1.137116, -0.543480, 0.146323], [1.762055, -2.532065, -0.731363], [0.767152, -2.419672, -2.172689], [3.483058, -0.736678, -0.720002], [0.636842, 0.580767, -2.637423], [2.036039, 0.868194, -1.658420], [-0.349279, 2.368569, -1.623673], [2.607514, 1.743091, 1.210254], [-1.672357, 1.794176, -0.010796], [-0.117968, 0.173876, -4.456578], [-1.378031, -0.406656, -3.930613], [-2.457002, -0.389394, -4.914641], [-1.758242, 0.452765, -2.729605], [-1.125424, -1.765698, -3.378291]], "atomic_forces_ev_per_a": [[0.3, 0.5, 0.1], [0.0, -0.3, -0.1], [-0.1, 0.1, 0.1], [0.1, 0.3, 0.3], [-0.2, 0.0, -0.2], [-0.2, 0.0, -0.1], [-0.7, 0.2, -0.3], [0.2, 0.1, -0.1], [0.7, -0.4, 1.4], [-0.4, 0.4, -0.1], [0.1, -0.6, 0.5], [0.1, 0.1, -0.1], [0.0, -0.2, 0.1], [0.3, -0.4, -0.1], [-0.4, 0.3, 0.6], [0.5, 0.0, -0.6], [-0.2, -0.2, 0.0], [-0.1, -0.1, 0.3], [-0.2, -0.1, -1.1], [-0.1, -0.3, -0.2], [0.1, 0.0, 0.1], [-0.1, -0.1, -0.1], [0.3, -0.1, -0.1], [0.0, -0.1, 0.3], [0.1, -0.1, 0.0], [0.1, 0.2, -1.4], [0.2, -0.2, 0.0], [-0.1, -0.2, 0.0], [-0.2, 0.5, -0.5], [-0.1, 0.2, -0.2], [-0.2, 0.0, -0.2], [0.1, 0.2, 0.2], [-0.2, -0.1, -0.2], [0.2, 0.2, 0.2], [0.0, 0.3, 0.5], [0.0, -0.1, 0.0], [0.3, -0.2, -0.3], [0.1, 0.0, 0.2], [-0.3, 0.1, 1.1], [0.0, 0.0, -0.1]], "mulliken_charge": [-1.0108, 0.5094, -0.1636, -0.3419, -0.0513, 0.4578, -1.0735, 0.0152, -0.0196, 0.6993, -1.4347, -0.2163, -0.4126, -0.7300, -0.0795, -0.1575, -0.4156, -0.2832, 0.0236, 0.0359, 0.4782, 0.2655, 0.3910, 0.3687, 0.2944, 0.2371, 0.1685, 0.4679, 0.4328, 0.3504, -0.1988, 0.7037, 0.8811, 0.3234, 0.3275, -0.8368, 1.2370, -0.7380, -0.7753, -0.7293]}